DFT (the ωB97M-V functional and the def2-TZVPD basis) results for 5 unconnected molecules or ions with the total composition C5H20N10O5 in a non-equilibrium geometry.

- total charge = 0
- HOMO (eV) = -9.74
- structure (SMILES) = NC(N)=O.NC(N)=O.NC(N)=O.NC(N)=O.NC(N)=O
- max |F| (eV/Å) = 7.646
- ΔE to the lowest compared entry with this formula, charge and spin (kcal per mole) = 111.3
- LUMO (Eh) = -0.0047

Each line ends with the Löwdin charge.
CARTESIAN COORDINATES (ANGSTROEM)
N  10.571379  -29.165288  3.655779  0.155
C  9.284988  -29.212778  3.549275  -0.810
N  8.753533  -28.516723  4.520365  0.159
O  8.700897  -29.832507  2.692822  0.033
H  11.129014  -29.732761  3.033583  0.123
H  10.981495  -28.417009  4.196120  0.110
H  7.790490  -28.223560  4.438509  0.121
H  9.370864  -28.082117  5.191283  0.109
N  11.453451  -22.808633  9.176164  0.172
C  12.085662  -23.484533  8.285669  -0.843
N  13.276214  -23.081770  8.043062  0.163
O  11.645337  -24.407524  7.648122  0.030
H  10.450043  -22.864262  9.277047  0.125
H  11.856296  -22.098788  9.771068  0.114
H  13.705775  -23.448214  7.205628  0.126
H  13.596251  -22.245303  8.509949  0.113
N  13.247782  -24.639381  0.907195  0.128
C  14.387035  -25.201263  1.121935  -0.846
N  14.361314  -25.666980  2.315072  0.164
O  15.244719  -25.325250  0.317273  0.092
H  12.753557  -24.126506  1.623302  0.107
H  12.720782  -24.955896  0.105831  0.124
H  13.613625  -25.198027  2.806135  0.104
H  14.950595  -26.382914  2.715419  0.126
N  4.071364  -28.080204  0.062615  0.143
C  4.221323  -27.165676  -0.842382  -0.727
N  5.517513  -27.233839  -1.262183  0.129
O  3.329559  -26.356709  -1.127705  0.019
H  3.159560  -27.899823  0.457805  0.120
H  4.666626  -28.863829  0.289947  0.118
H  5.990544  -26.425037  -1.639256  0.100
H  6.162326  -28.004449  -1.159854  0.097
N  10.545132  -34.562646  1.235716  0.155
C  9.841623  -35.665603  1.189304  -0.826
N  8.569192  -35.368856  1.073669  0.147
O  10.293208  -36.749483  1.281941  0.076
H  9.958017  -33.750090  1.358780  0.102
H  11.542135  -34.538779  1.395430  0.119
H  8.263523  -34.515555  0.628088  0.109
H  7.935565  -36.143550  1.209582  0.118

Forces on the atoms, in the same order (eV/Å):
N 5.11 -0.31 -0.27
C -1.33 -0.82 -1.16
N -2.65 2.03 2.37
O -1.09 -0.73 -1.00
H 0.00 0.37 0.18
H 0.38 -0.51 -0.36
H 0.27 -0.07 0.26
H -0.69 0.05 -0.03
N -3.50 2.76 4.14
C -0.95 -2.19 -1.95
N 5.07 1.97 -0.54
O -1.77 -1.86 -0.97
H 0.31 -0.51 -0.16
H 0.20 -0.22 -0.40
H 0.18 0.23 0.45
H 0.46 -0.20 -0.61
N -5.88 3.98 -2.82
C 2.20 -1.00 -1.23
N 0.56 -1.74 5.82
O 2.41 -0.84 -2.40
H -0.14 -0.42 -0.36
H 0.20 0.68 0.00
H 0.44 -1.37 1.04
H 0.20 0.71 -0.03
N -2.91 -2.16 2.86
C 1.00 1.84 -1.38
N 1.94 1.71 -2.20
O 1.57 -0.57 -0.03
H -0.02 -1.23 0.58
H -0.24 0.50 0.00
H -0.60 -0.07 -0.27
H -0.71 -0.04 0.46
N 1.88 3.44 -0.06
C 0.69 0.53 0.08
N -4.19 -0.24 -0.29
O 1.25 -3.87 0.36
H 1.04 0.33 0.17
H -0.43 -0.09 -0.06
H -0.16 -0.44 0.21
H -0.09 0.36 -0.40

DFT (the ωB97M-V functional and the def2-TZVPD basis) results for 5 unconnected molecules or ions with the total composition C5H20N10O5 in a non-equilibrium geometry.

- total charge = 0
- HOMO (eV) = -9.13
- structure (SMILES) = NC(N)=O.NC(N)=O.NC(N)=O.NC(N)=O.NC(N)=O
- max |F| (eV/Å) = 2.161
- ΔE to the lowest compared entry with this formula, charge and spin (kcal per mole) = 9.3
- LUMO (Eh) = 0.0033

Each line ends with the Löwdin charge.
CARTESIAN COORDINATES (ANGSTROEM)
N  -0.381890  -0.441895  0.717187  0.176
C  -0.854944  0.228979  -0.377708  -0.626
N  -1.740468  1.203132  -0.111326  0.194
O  -0.402997  0.009756  -1.511594  -0.045
H  0.121152  -1.308890  0.596760  0.113
H  -0.752857  -0.468691  1.654453  0.049
H  -1.986946  1.343998  0.858057  0.072
H  -1.942099  1.949414  -0.749266  0.120
N  2.518325  0.636099  3.298702  0.140
C  2.567142  -0.125911  2.148579  -0.691
N  2.466680  0.590604  0.995578  0.154
O  2.780323  -1.336283  2.204865  0.006
H  2.421045  0.074659  4.127943  0.096
H  2.374974  1.624456  3.351494  0.089
H  2.310050  0.050753  0.163015  0.080
H  1.961849  1.444498  1.161206  0.092
N  -0.269836  -2.314727  -4.453779  0.151
C  -1.620424  -2.217672  -4.423805  -0.692
N  -2.106220  -1.409652  -3.450286  0.155
O  -2.367213  -2.882232  -5.147676  -0.005
H  0.191201  -2.787213  -5.205317  0.099
H  0.257373  -1.981887  -3.667685  0.087
H  -1.509081  -0.863816  -2.841424  0.044
H  -3.058207  -1.478905  -3.147307  0.101
N  2.135989  1.319023  -1.917366  0.147
C  2.399276  2.566052  -1.468926  -0.703
N  3.691830  2.966753  -1.482665  0.156
O  1.470675  3.298474  -1.080665  -0.013
H  2.811732  0.803567  -2.449755  0.105
H  1.140000  1.137663  -1.989776  0.071
H  4.424601  2.282606  -1.491132  0.096
H  3.847450  3.890767  -1.121024  0.105
N  -3.917033  -1.454296  3.328230  0.166
C  -2.936757  -0.563295  3.079803  -0.666
N  -1.727113  -0.843934  3.630027  0.152
O  -3.134873  0.465981  2.421822  0.005
H  -3.726872  -2.409755  3.564929  0.103
H  -4.839224  -1.223718  3.003692  0.114
H  -0.979873  -0.192181  3.481665  0.097
H  -1.636747  -1.582268  4.300459  0.106

Forces on the atoms, in the same order (eV/Å):
N 0.34 -1.23 0.52
C 0.52 0.44 -0.16
N -0.25 0.04 0.75
O -0.19 -0.21 0.30
H 0.14 0.23 -0.74
H -0.66 0.69 -0.54
H -0.31 0.00 -0.08
H 0.22 -0.19 -0.35
N -0.26 -0.84 0.25
C 0.83 -0.59 0.17
N 0.29 0.01 0.94
O -0.52 0.67 -0.11
H 0.18 0.29 0.10
H -0.05 0.11 -0.16
H -0.20 0.32 -0.15
H -0.17 0.19 -0.97
N 0.69 0.41 0.09
C -1.65 -1.38 -0.18
N 0.19 0.80 0.72
O 0.70 0.61 0.08
H -0.13 -0.15 -0.02
H 0.16 0.07 -0.13
H 0.11 -0.08 -0.13
H -0.16 -0.25 -0.45
N -0.12 -0.14 0.03
C -1.61 0.99 0.32
N 0.21 0.21 -0.09
O 1.11 -0.58 -0.17
H -0.13 -0.06 -0.16
H 0.20 -0.49 -0.18
H 0.18 0.15 0.06
H 0.23 -0.12 0.10
N -0.51 -0.43 0.21
C -0.26 1.53 -0.66
N 0.16 -0.36 -0.12
O 0.36 -0.72 0.50
H 0.02 -0.02 0.08
H 0.09 -0.02 -0.17
H 0.01 0.10 0.40
H 0.26 0.01 0.10

> What is the ΔE to the lowest compared entry with this formula, charge and spin in the first record?

111.3 kcal per mole

> Among the records above, which one has the lowest LUMO?

number 1

> LUMO of number 2 (C5H20N10O5)?

0.0033 Eh

> The highest LUMO belongs to which entry?

number 2